{"formula": "C2H14NO4", "method": "wB97M-V/def2-TZVPD", "species": ["C", "C", "N", "H", "H", "H", "H", "H", "H", "H", "H", "O", "H", "H", "O", "H", "H", "O", "H", "H", "O"], "xyz": [[0.8783, 1.3704, -0.3392], [0.3169, 2.0701, -1.2951], [0.0297, 0.4764, 0.4887], [1.9231, 1.3513, -0.0690], [0.8749, 2.7102, -1.9828], [-0.6982, 2.1550, -1.6735], [-0.4293, 0.9613, 1.2590], [-0.6896, 0.0212, -0.1221], [0.6445, -0.2769, 0.7936], [-0.4449, 1.7814, 4.1140], [0.5980, 0.6403, 4.1809], [-0.0531, 1.0481, 3.6148], [-2.7168, -0.4563, -1.2936], [-1.2551, -0.9750, -1.7107], [-1.8953, -0.8541, -0.9866], [0.6770, -2.9364, 0.8862], [-0.4392, -2.5944, -0.0774], [0.4039, -2.2752, 0.2651], [0.9419, -1.2670, -1.3107], [1.0679, -1.4318, -2.8330], [0.6131, -0.9097, -2.1589]], "forces_ev_per_a": [[-0.99, 0.31, 0.16], [0.41, 1.17, -1.52], [0.69, 0.22, -0.93], [-0.02, 0.13, -0.11], [0.62, -0.24, 0.65], [-0.34, -0.78, 0.93], [0.27, -0.17, 0.43], [-0.26, 0.17, 0.37], [-0.54, -0.17, 0.65], [0.25, -0.35, -0.06], [0.21, -0.05, 0.38], [-0.49, 0.42, -0.52], [0.15, -0.13, -0.28], [-0.32, 0.12, -0.44], [0.30, -0.05, 0.42], [0.42, -0.63, 0.56], [-0.18, 0.07, -0.02], [-0.19, 0.39, -0.36], [-0.04, -0.15, -0.56], [-0.12, 0.10, 0.01], [0.17, -0.37, 0.25]], "nbo_charge": [-0.07, -0.34, -0.74, 0.23, 0.24, 0.23, 0.46, 0.47, 0.45, 0.49, 0.49, -0.98, 0.51, 0.52, -0.99, 0.50, 0.51, -0.99, 0.49, 0.50, -0.98], "homo_energy_ev": -14.36, "total_charge": 1, "de_lowest_kcal_mol": 14.0}

{"formula": "C2H14NO5", "method": "wB97M-V/def2-TZVPD", "species": ["C", "N", "C", "O", "H", "H", "H", "H", "H", "H", "H", "H", "O", "H", "H", "O", "H", "H", "O", "H", "H", "O"], "xyz": [[0.2911, 1.1489, -2.4412], [0.6216, 0.7730, -1.0605], [-0.5174, 1.1074, -0.1322], [-1.5480, 0.2512, -0.1941], [-0.7138, 0.7796, -2.6830], [0.9061, 0.5516, -3.1293], [0.4270, 2.2150, -2.6135], [0.7463, -0.2301, -1.0726], [-0.7277, 2.1677, -0.4019], [-0.0416, 1.1820, 0.8665], [-1.7596, -0.8182, 2.3538], [-2.1442, 0.4779, 1.7603], [-1.9316, 0.0846, 2.6409], [1.6600, -2.1218, 0.6868], [0.4718, -1.7434, 1.5610], [1.4169, -1.9738, 1.6049], [2.1765, 0.1655, 1.7772], [2.0109, 1.2263, 0.7239], [2.6986, 0.7705, 1.2324], [-1.4552, -1.4205, 0.0268], [-1.3520, -2.2447, -1.2295], [-1.2356, -2.3486, -0.2766]], "forces_ev_per_a": [[-0.05, -1.41, 0.14], [0.03, 0.86, -0.28], [0.86, -0.26, -0.28], [-0.57, 0.25, 0.40], [-0.33, 0.64, -0.03], [0.35, 0.49, 0.07], [-0.13, -0.03, -0.07], [-0.11, -0.18, 0.37], [-0.33, -0.08, -0.05], [-0.13, -0.17, 0.18], [0.00, -0.06, 0.18], [0.36, -0.19, 0.18], [-0.32, 0.12, -0.46], [-0.10, 0.06, -0.07], [0.42, -0.20, -0.19], [-0.41, 0.17, 0.28], [0.21, -0.18, -0.11], [0.18, -0.15, -0.38], [-0.16, 0.19, 0.33], [0.30, 0.30, -0.54], [0.05, -0.02, 0.24], [-0.12, -0.18, 0.11]], "nbo_charge": [-0.42, -0.69, 0.12, -0.97, 0.18, 0.17, 0.18, 0.34, 0.09, 0.09, 0.46, 0.51, -0.98, 0.48, 0.49, -0.96, 0.48, 0.49, -0.98, 0.51, 0.46, -1.03], "homo_energy_ev": -4.22, "total_charge": -1, "de_lowest_kcal_mol": 17.4}

{"formula": "C2H14NSi3", "method": "wB97M-V/def2-TZVPD", "species": ["C", "C", "N", "Si", "Si", "Si", "H", "H", "H", "H", "H", "H", "H", "H", "H", "H", "H", "H", "H", "H"], "xyz": [[-1.8318, -2.4148, -0.6228], [-1.5383, 1.6897, 0.5552], [-2.1337, 0.9562, -0.3379], [3.5920, -0.4681, 0.1528], [0.3374, 1.9278, 0.8788], [1.4787, 0.3624, -0.3740], [-2.6613, -2.5509, 0.0642], [-1.0983, -3.1804, -0.3418], [-1.4728, -1.4720, -0.2247], [-2.2919, 2.1923, 1.2313], [-1.6636, 0.2657, -0.8660], [-2.1649, -2.3570, -1.6039], [-3.1534, 0.8813, -0.4169], [3.5934, -0.4955, 1.5998], [4.2909, 0.8468, -0.2661], [3.9740, -1.5839, -0.5283], [0.4082, 1.6999, 2.3078], [0.3301, 3.4651, 0.5307], [1.5025, 0.9447, -1.7635], [0.5028, -0.7094, 0.0253]], "forces_ev_per_a": [[0.29, 0.06, 3.13], [-1.97, -0.48, 0.18], [-0.56, 0.96, 1.45], [-0.38, 4.20, 0.85], [0.28, 1.69, -0.61], [0.12, -0.35, -0.25], [-0.52, -0.50, -0.21], [-0.15, 0.18, -0.69], [0.56, 0.14, -0.40], [0.96, -0.13, -0.83], [1.00, -0.53, -0.97], [-0.28, -0.14, -1.81], [0.38, 0.28, 0.22], [0.17, -0.36, 0.51], [-0.03, -1.14, 0.22], [0.62, -2.13, -1.27], [-0.09, 0.05, 0.54], [0.14, -1.41, 0.37], [-0.45, -0.52, 0.26], [-0.12, 0.13, -0.71]], "nbo_charge": [-0.85, -0.03, -0.61, 0.52, 0.58, 0.13, 0.22, 0.24, 0.16, 0.24, 0.43, 0.22, 0.43, -0.12, -0.11, -0.12, -0.09, -0.06, -0.07, -0.13], "homo_energy_ev": -13.54, "total_charge": 1, "de_lowest_kcal_mol": 4.4}

{"formula": "C2H14O5", "method": "wB97M-V/def2-TZVPD", "species": ["C", "C", "H", "H", "H", "H", "H", "H", "O", "H", "H", "O", "H", "H", "O", "H", "H", "O", "H", "H", "O"], "xyz": [[-1.4057, 1.7351, 0.6393], [-0.7455, 0.8166, -0.0377], [-1.9390, 1.4990, 1.5485], [-1.6135, 2.7578, 0.3455], [-0.7036, -0.2520, 0.1406], [-0.2050, 1.0727, -0.9457], [1.2607, 2.0279, 0.9433], [0.7289, 3.3288, 1.5335], [1.5190, 2.9327, 1.1560], [0.1662, -2.5648, 1.0642], [-1.2593, -3.0435, 1.0025], [-0.5715, -2.8355, 1.6440], [-2.9021, -1.7107, -1.4231], [-1.6131, -2.2357, -0.8892], [-2.5339, -2.4997, -1.0077], [1.7977, -2.5937, -0.3217], [1.5251, -1.1242, -0.6743], [1.4191, -1.7777, 0.0274], [2.4684, 2.1269, -2.0364], [2.5623, 1.0214, -0.9763], [2.0448, 1.3186, -1.7325]], "forces_ev_per_a": [[-1.00, -0.17, 0.70], [0.40, 0.00, -1.31], [-0.05, -0.37, 0.16], [0.72, 0.02, -0.38], [-0.14, 0.17, 0.89], [-0.17, 0.26, -0.01], [-0.20, 0.21, 0.07], [-0.03, -0.08, -0.01], [0.33, -0.01, -0.03], [-0.32, 0.12, 0.59], [-0.32, -0.14, 0.29], [0.27, 0.01, -0.59], [-0.26, -0.12, 0.05], [0.01, -0.16, -0.01], [0.32, 0.32, -0.09], [0.12, 0.11, -0.03], [-0.09, -0.06, -0.02], [0.25, -0.06, -0.32], [0.02, 0.02, 0.11], [0.14, 0.28, -0.04], [-0.02, -0.36, 0.00]], "nbo_charge": [-0.39, -0.42, 0.19, 0.20, 0.20, 0.21, 0.47, 0.47, -0.95, 0.48, 0.46, -0.96, 0.47, 0.46, -0.93, 0.49, 0.49, -0.96, 0.49, 0.47, -0.95], "homo_energy_ev": -10.51, "smiles": "C=C.O.O.O.O.O", "total_charge": 0, "de_lowest_kcal_mol": 38.5}

{"formula": "C2H15B3O2Tl", "method": "wB97M-V/def2-TZVPD", "species": ["Tl", "B", "H", "H", "H", "H", "B", "H", "H", "H", "H", "B", "H", "H", "H", "H", "C", "C", "O", "O", "H", "H", "H"], "xyz": [[-0.1038, 0.6697, 0.2825], [0.8287, 3.4853, -0.5321], [1.7349, 2.9117, -0.6512], [0.0631, 3.0339, -1.1439], [0.5536, 3.4560, 0.5108], [0.9625, 4.5453, -0.6825], [2.0203, 0.3191, 2.5770], [2.1419, -0.7509, 2.5093], [2.3478, 0.8407, 1.6910], [0.9914, 0.4811, 2.8585], [2.6363, 0.6466, 3.4001], [-0.5101, -1.8208, 2.1263], [-1.2425, -1.9404, 1.3431], [-0.7541, -0.8822, 2.5992], [-0.5465, -2.6428, 2.8243], [0.5069, -1.6618, 1.8029], [-1.8248, -1.8716, -3.6304], [-1.4390, -1.1057, -2.3810], [-2.0909, -0.1783, -1.9580], [-0.3787, -1.4505, -1.8093], [-2.7447, -2.4181, -3.4224], [-1.0066, -2.5224, -3.9387], [-2.1457, -1.1439, -4.3757]], "forces_ev_per_a": [[0.18, -0.26, -0.39], [0.06, -0.21, -0.04], [3.77, -2.15, -0.53], [-3.27, -1.56, -2.62], [-1.27, -0.49, 4.39], [0.57, 4.23, -1.20], [0.81, 2.20, 0.11], [-0.33, -5.09, -0.79], [1.31, 1.52, -3.66], [-4.41, 0.03, 1.01], [2.53, 1.43, 3.23], [-2.47, -0.93, -0.15], [-2.88, -0.67, -2.85], [-0.35, 4.01, 1.76], [0.39, -3.55, 2.33], [5.20, 1.11, -0.91], [-0.70, 0.23, -0.06], [2.34, -0.92, 0.70], [-2.91, 2.39, 0.15], [1.26, -0.97, -0.11], [0.08, -0.41, 0.10], [-0.25, 0.07, -0.16], [0.37, -0.01, -0.33]], "mulliken_spin": [0.06, 0.02, 0.00, 0.00, 0.00, 0.01, 0.21, 0.13, 0.01, 0.05, -0.01, 0.25, 0.00, 0.07, 0.04, 0.12, 0.01, -0.01, 0.01, 0.02, 0.00, 0.00, 0.00], "homo_energy_ev": [-2.29, -2.13], "multiplicity": 2, "total_charge": -2, "s_squared": 0.76}

{"formula": "C2H15B3O2Tl", "method": "wB97M-V/def2-TZVPD", "species": ["Tl", "B", "H", "H", "H", "H", "B", "H", "H", "H", "H", "B", "H", "H", "H", "H", "C", "C", "O", "O", "H", "H", "H"], "xyz": [[-1.1594, 0.8535, 1.1586], [-0.5290, 3.7075, 1.5654], [-1.4380, 3.8997, 1.0166], [0.1705, 3.1040, 1.0081], [-0.0146, 4.6199, 1.8247], [-0.8158, 3.2242, 2.4864], [1.8293, 0.6417, 0.1139], [2.2126, 1.4252, -0.5213], [0.9765, 0.2438, -0.4139], [2.5470, -0.1500, 0.2635], [1.5765, 1.1195, 1.0477], [-0.9759, 0.7280, -1.8545], [-2.0288, 0.8246, -1.6393], [-0.4952, 1.6214, -1.4871], [-0.5935, -0.1473, -1.3526], [-0.7193, 0.6068, -2.8955], [-0.1132, -4.3976, 0.1717], [0.0584, -2.8719, -0.3146], [-0.5485, -1.9575, 0.3194], [0.6642, -2.6985, -1.3708], [-0.5413, -4.4657, 1.1718], [0.7919, -5.0034, 0.1277], [-0.8546, -4.9279, -0.4259]], "forces_ev_per_a": [[0.59, 0.31, -0.67], [-2.29, -1.34, -1.09], [-3.44, -0.50, -2.24], [3.51, -1.03, -3.51], [3.80, 3.05, 2.10], [-1.70, -0.40, 4.71], [2.51, 1.57, 1.90], [0.79, 2.77, -2.80], [-4.72, -2.36, -3.56], [1.92, -3.61, 0.40], [-1.48, 1.60, 3.79], [-0.08, 1.55, -0.02], [-4.17, 0.01, 1.62], [1.70, 4.00, 1.06], [1.48, -4.85, 1.91], [1.55, -0.76, -3.59], [-0.84, 1.11, 0.79], [1.50, -4.26, -2.62], [-0.49, 0.94, 0.80], [-0.68, 0.80, 1.42], [0.26, 0.15, 0.24], [0.28, 0.71, -0.10], [0.00, 0.53, -0.53]], "mulliken_spin": [-0.12, -0.36, -0.03, -0.13, -0.25, -0.12, 0.21, 0.02, 0.23, 0.05, -0.01, 0.26, 0.06, 0.04, 0.14, 0.05, 0.05, -0.04, 0.82, 0.12, 0.00, 0.01, 0.00], "homo_energy_ev": [-10.62, -10.03], "multiplicity": 2, "total_charge": 0, "s_squared": 1.77}